68
Properties=species:S:1:pos:R:3:forces:R:3:mulliken_charge:R:1 method="wB97M-V/def2-TZVPD" gap_ev=8.89 multiplicity=1 homo_energy_ev=-11.80 lumo_ev=-2.9 e_tot_ha=-1897.76771 charge=+1
C -2.2719 7.5876 0.9416 0.603 -0.652 0.177 -1.039
C -0.7870 7.0872 0.9842 -1.033 1.023 0.160 -0.364
O -0.6381 5.8855 0.2130 0.410 0.027 0.751 -0.359
C -0.1402 4.8704 1.0777 -0.189 -0.899 -0.543 -0.938
C 0.0911 3.5286 0.3272 0.229 0.470 -0.122 0.424
C 1.3866 3.5562 -0.5690 -0.318 -0.574 0.611 -0.750
C 2.4190 2.4481 -0.1277 -0.241 1.036 -0.403 -0.484
C 2.4152 1.1896 -1.0406 0.672 1.431 -0.062 -0.953
N 1.4989 0.0873 -0.5919 1.488 -1.110 -1.755 -0.277
O 0.1745 0.4740 -0.5874 -0.002 0.250 0.638 0.089
C -0.7373 -0.6673 -0.6496 -1.368 -0.217 -0.438 -0.200
C -2.0345 -0.2690 0.1301 -0.605 0.047 -1.339 1.132
C -3.0748 0.2705 -0.9262 -0.264 0.116 1.271 -1.777
C -2.7272 -1.4514 0.8712 0.786 0.106 0.174 -1.641
C -2.0628 -1.8999 2.2071 0.122 -0.158 0.060 0.730
C -0.7451 -2.7380 2.0156 -0.526 -0.294 0.589 -0.930
C -1.8131 -0.7451 3.2366 -0.119 -0.287 0.162 -1.259
P 2.0853 -0.6005 0.9795 -0.968 0.446 4.847 0.368
N 1.3963 0.0440 2.2670 0.580 -0.476 -2.553 -0.616
H -2.7007 7.4174 -0.0634 0.178 0.052 0.558 0.266
H -2.8117 7.0010 1.7125 -0.099 0.373 -0.653 0.244
H -2.3631 8.6578 1.1905 0.173 -0.443 -0.057 0.363
H -0.1157 7.8951 0.6402 -0.078 -0.581 -0.163 0.367
H -0.5413 6.8890 2.0452 0.041 0.110 -0.497 0.322
H -0.8964 4.6814 1.8710 0.563 0.184 -0.135 0.382
H 0.8331 5.1985 1.5032 -0.515 -0.210 0.101 0.402
H 0.2031 2.7585 1.1206 -0.052 0.372 -0.418 -0.161
H -0.8029 3.2461 -0.2585 0.340 0.269 0.263 0.083
H 1.8563 4.5501 -0.4556 -0.174 -0.488 -0.154 0.454
H 1.1509 3.4109 -1.6389 0.027 0.241 0.462 0.307
H 3.4227 2.9177 -0.1859 -0.396 -0.608 -0.095 0.389
H 2.2420 2.2430 0.9425 0.258 -0.296 -0.473 0.372
H 3.4394 0.7754 -1.0851 -0.593 -0.246 0.144 0.395
H 2.1631 1.4862 -2.0783 -0.205 -0.375 0.608 0.508
H 1.5976 -0.6655 -1.3023 -0.044 0.151 0.145 0.425
H -1.0296 -0.7548 -1.7204 0.448 -0.162 0.548 0.264
H -0.2802 -1.6247 -0.3346 0.070 0.680 0.176 0.055
H -1.7836 0.5995 0.7638 -0.054 -0.622 0.079 -0.014
H -2.7284 1.1871 -1.4335 -0.052 -0.556 -0.056 0.334
H -3.9713 0.5505 -0.3331 0.409 0.003 -0.501 0.495
H -3.4110 -0.5221 -1.6191 0.407 0.421 0.115 0.420
H -3.7826 -1.1765 1.0502 0.500 -0.005 -0.007 0.466
H -2.7532 -2.3139 0.1665 -0.029 0.393 0.408 0.347
H -2.7817 -2.5942 2.6906 0.306 0.372 -0.419 0.541
H -0.7721 -3.5368 2.7868 0.225 0.384 -0.472 0.433
H 0.1584 -2.1416 2.2397 -0.469 -0.204 -0.353 -0.082
H -0.6822 -3.2598 1.0418 0.015 0.287 0.378 0.169
H -2.5569 -0.7789 4.0577 0.427 0.013 -0.436 0.312
H -0.8028 -0.8768 3.6701 -0.611 0.256 -0.082 0.344
H -1.8705 0.2729 2.8116 0.079 -0.484 0.048 0.236
H 1.8727 -2.0129 0.8975 0.270 0.465 -0.686 0.081
H 3.4951 -0.4065 1.1550 -0.381 -0.254 -1.254 0.154
H 0.7378 0.7658 1.9732 -0.207 -0.102 0.531 0.156
O 1.3411 -5.2386 -0.2029 -0.090 0.654 -0.326 -0.657
S 2.0642 -4.8419 -1.3785 0.402 -1.226 -0.538 1.340
O 2.0377 -3.4788 -1.8512 -0.274 0.224 0.477 -0.585
O 1.6785 -5.8184 -2.5903 0.474 0.500 0.626 -0.321
C 0.2886 -5.9937 -2.9105 -0.943 0.025 -0.305 -0.344
C -0.2682 -4.8190 -3.6928 0.136 0.252 0.101 -0.683
C 3.7475 -5.3513 -1.2178 -0.009 0.040 -0.106 -1.073
H -0.2919 -6.1762 -2.0033 0.196 0.033 0.073 0.317
H 0.2271 -6.8955 -3.5187 0.317 -0.011 0.109 0.295
H -0.3088 -3.9190 -3.0768 -0.036 -0.037 -0.001 -0.008
H -1.2785 -5.0363 -4.0409 0.048 -0.087 0.015 0.405
H 0.3633 -4.5947 -4.5535 -0.054 -0.088 -0.017 0.271
H 3.7697 -6.3943 -0.9127 -0.062 0.026 -0.010 0.351
H 4.2115 -4.7260 -0.4570 -0.089 0.014 0.009 0.367
H 4.2491 -5.2128 -2.1730 -0.049 0.003 0.011 0.343

---

152
Properties=species:S:1:pos:R:3:forces:R:3:mulliken_charge:R:1 method="wB97M-V/def2-TZVPD" gap_ev=9.53 multiplicity=1 homo_energy_ev=-18.77 lumo_ev=-9.2 e_tot_ha=-2345.31575 charge=+4
C -19.1473 -15.0752 0.7331 -0.306 -1.060 0.564 1.036
C -20.4210 -15.2766 1.4908 9.413 3.332 -0.759 0.559
O -21.0425 -16.2841 1.1500 1.292 -1.678 -2.106 -0.253
O -20.8270 -14.2863 2.2514 3.904 -3.306 0.260 -0.875
H -19.3016 -15.0855 -0.3459 -0.763 0.067 0.635 -0.026
H -18.5678 -15.9775 0.9283 0.421 0.813 -0.237 0.650
H -18.6567 -14.1830 1.1221 -0.591 -2.161 -1.276 -0.612
C -24.2385 -16.7793 6.9046 -0.427 1.489 -1.734 -1.501
C -23.7115 -16.3913 5.4788 -0.730 -0.684 0.957 0.011
C -22.1985 -16.3086 5.5199 0.723 -1.195 0.657 -0.315
C -21.4256 -16.4270 4.2314 1.285 2.866 0.439 -0.271
N -19.8523 -16.4712 4.3730 -1.316 -0.148 0.193 1.132
C -19.4832 -17.8709 4.7769 -0.155 1.190 2.159 -0.876
C -18.0965 -18.1239 4.2740 0.359 -0.351 0.737 -1.101
C -18.0194 -17.3680 2.9610 0.724 -0.435 -0.018 -0.711
C -19.1734 -16.3828 3.0052 1.147 0.985 1.929 0.709
C -19.3722 -15.3474 5.3670 2.272 -1.384 -1.567 -1.813
C -19.7939 -13.9402 5.0824 -0.999 1.522 2.038 0.983
C -18.8770 -12.8295 5.7519 -0.246 -3.268 1.919 -1.154
H -25.3122 -16.9283 6.7901 0.045 -0.509 0.347 0.405
H -24.1788 -15.8006 7.3807 0.211 -0.379 0.948 0.386
H -23.7224 -17.5791 7.4356 -0.131 0.136 -0.155 0.380
H -24.1278 -15.4258 5.1918 -0.258 -0.434 0.832 0.345
H -24.0452 -17.0583 4.6839 0.063 -0.430 0.100 -0.120
H -21.9457 -17.2187 6.0639 0.386 0.175 0.651 0.674
H -21.9455 -15.4180 6.0952 0.330 -0.167 0.127 0.143
H -21.5964 -15.5240 3.6453 1.505 -0.875 0.750 0.295
H -21.7531 -17.2233 3.5630 0.419 3.314 3.297 -0.585
H -19.6279 -17.9093 5.8566 0.153 -0.424 -0.016 0.484
H -20.2302 -18.4828 4.2711 0.830 0.161 1.935 0.586
H -17.2702 -17.7178 4.8574 -0.461 -0.214 0.745 0.351
H -18.0128 -19.2101 4.3099 0.589 -0.034 -0.671 0.432
H -17.0540 -16.8675 2.8872 -0.029 0.026 -0.065 0.846
H -18.0861 -18.0345 2.1010 0.162 0.090 0.531 0.259
H -18.8939 -15.3382 2.8685 0.459 -0.597 0.613 0.526
H -19.8787 -16.6857 2.2313 3.166 0.814 1.939 -0.672
H -18.3012 -15.3122 5.1677 0.406 -0.362 -0.135 0.752
H -19.3584 -15.7408 6.3834 -1.009 0.242 0.011 0.389
H -20.7514 -13.7361 5.5618 -0.350 -0.279 -0.258 0.482
H -19.9100 -13.6724 4.0322 0.039 -0.605 0.591 -0.029
H -19.3475 -11.8952 5.4457 0.151 -2.087 3.683 -0.862
H -17.9186 -12.8854 5.2357 0.662 -0.375 0.667 0.653
H -18.6592 -12.9267 6.8155 -0.409 -0.370 0.096 0.496
C -19.8670 -9.5709 -2.2297 -0.843 -0.050 0.766 -1.488
C -19.5241 -9.3264 -0.7500 0.902 0.106 -0.363 -0.660
C -19.5421 -10.6110 0.1257 0.657 1.843 0.949 1.660
C -19.1810 -10.3205 1.6127 -1.506 0.214 -0.230 -1.870
N -19.5358 -11.4887 2.5728 1.297 0.304 1.227 1.275
C -21.0655 -11.7494 2.8080 0.720 1.134 -1.298 -0.669
C -21.4564 -11.2130 4.1642 -1.192 -0.409 -0.329 -0.754
C -20.2800 -10.5394 4.8166 0.498 0.220 -1.139 -1.081
C -19.0563 -11.1539 4.0194 0.182 2.278 -2.681 -0.216
C -18.7940 -12.7545 2.0671 -0.969 2.138 1.037 -0.581
C -17.2882 -12.6695 1.9970 -0.178 0.237 -0.236 -1.124
C -16.7657 -13.8558 1.1432 1.010 1.296 2.148 -0.373
H -19.2307 -10.3261 -2.6912 0.499 1.658 -0.620 0.342
H -20.0156 -8.6649 -2.8171 0.466 -0.070 0.094 0.449
H -20.8417 -10.0547 -2.1666 -0.460 0.094 -0.543 0.398
H -20.1666 -8.4921 -0.4684 0.050 -0.217 0.693 0.386
H -18.4803 -9.0165 -0.6996 -0.024 0.628 0.071 0.399
H -18.7318 -11.2117 -0.2873 -0.293 -0.094 0.282 -0.264
H -20.5017 -11.1262 0.0843 1.338 1.377 0.438 -0.440
H -19.7517 -9.4759 1.9989 -0.240 0.029 -0.067 0.572
H -18.1455 -9.9964 1.7158 0.036 -0.549 0.234 0.475
H -21.2597 -12.8174 2.7082 0.209 1.362 0.284 0.078
H -21.5611 -11.2192 1.9948 -0.033 0.103 0.001 1.780
H -21.7698 -12.0861 4.7366 0.079 0.108 0.311 0.124
H -22.3572 -10.6022 4.1038 0.167 0.257 -0.043 0.539
H -20.3901 -10.8182 5.8646 0.724 0.507 0.061 0.649
H -20.2511 -9.4509 4.7679 -0.193 -0.092 -0.184 0.417
H -18.6208 -12.0399 4.4816 -0.200 1.506 -3.305 -0.446
H -18.1967 -10.4846 3.9836 -0.200 0.445 -0.302 0.681
H -19.2381 -12.8740 1.0789 0.608 0.785 0.544 0.744
H -19.1808 -13.5887 2.6524 0.797 1.003 -0.103 -0.280
H -16.7767 -12.6566 2.9594 -0.288 -0.271 0.253 0.260
H -17.0315 -11.6901 1.5932 0.275 -0.217 -0.552 0.602
H -15.7146 -13.6235 0.9722 0.141 -0.418 -0.110 0.942
H -17.2995 -14.0323 0.2094 1.219 1.745 3.635 -1.745
H -16.8707 -14.7834 1.7059 0.497 0.031 0.285 -0.220
C -24.1027 -13.1647 2.3832 1.188 -0.801 -0.025 -1.207
C -23.2504 -14.4612 2.5782 -1.285 0.349 1.868 0.261
O -23.1653 -15.1170 3.6114 -1.908 3.392 -5.987 -0.062
N -22.5109 -14.8443 1.2461 -9.981 1.291 -1.179 0.449
H -22.3844 -14.0129 0.6868 -0.803 0.271 0.411 0.793
H -21.5691 -15.1500 1.4451 -8.648 0.865 -0.210 -1.349
C -23.2674 -15.8164 0.3348 -1.352 2.705 1.602 -1.198
H -24.7574 -13.4239 1.5512 -0.052 0.588 -0.189 0.433
H -23.4026 -12.3550 2.1770 -0.008 -0.094 -0.903 0.157
H -24.6658 -12.7001 3.1927 -0.136 -1.129 0.462 0.387
H -23.4907 -16.7314 0.8835 0.034 1.454 -0.384 -0.002
H -22.6603 -15.9186 -0.5646 -0.475 -0.088 0.053 0.258
H -24.2046 -15.2820 0.1793 -0.154 -0.322 -0.764 0.788
C -19.1989 -18.0731 0.1102 -0.961 -0.738 0.905 -0.691
C -20.0278 -19.3474 0.5203 -1.411 1.469 -0.183 -1.459
N -21.4071 -19.0530 1.2038 -0.170 -1.177 1.510 0.740
C -21.0934 -18.2266 2.5060 -0.872 -3.809 -3.166 -0.639
C -22.4782 -18.3568 0.3487 1.868 -1.165 -0.352 0.653
C -22.9117 -19.0823 -0.9246 1.098 0.093 0.468 -2.051
C -21.9153 -20.4522 1.7018 -0.321 0.225 1.186 -0.721
C -23.3496 -20.5582 2.3274 -0.610 0.530 -0.656 -0.968
O -23.7577 -19.4788 3.1358 -0.953 1.190 0.021 -0.232
C -25.2222 -19.3456 3.2404 0.197 0.192 -0.130 -0.851
H -18.2628 -18.4442 -0.3070 -0.091 0.260 -0.265 0.843
H -18.9812 -17.4430 0.9726 0.031 -1.335 -0.535 -0.347
H -19.7120 -17.2895 -0.4474 -0.142 -0.966 -1.025 -0.078
H -19.5433 -19.9356 1.2996 0.386 -0.033 -0.393 0.583
H -20.3003 -19.9617 -0.3379 0.418 -0.056 0.042 0.604
H -20.3077 -18.7707 3.0301 -0.800 -0.378 -1.403 0.568
H -21.9819 -18.0859 3.1215 -0.635 -3.738 -2.072 0.489
H -20.7873 -17.2090 2.2633 -2.057 -3.556 0.214 -1.242
H -21.9478 -17.4281 0.1386 -0.654 -1.236 -0.468 -0.731
H -23.3387 -18.1342 0.9796 0.477 -1.138 0.307 1.213
H -22.0742 -19.2063 -1.6111 0.111 0.226 -0.087 0.381
H -23.6093 -18.3917 -1.3986 -0.390 -0.560 -0.149 0.457
H -23.2592 -20.1016 -0.7560 -0.666 0.326 0.005 0.357
H -21.2256 -20.7949 2.4732 0.350 0.303 -0.105 0.656
H -21.8542 -21.1954 0.9068 -0.015 0.319 -0.243 0.636
H -23.4682 -21.4301 2.9708 0.608 -0.600 -0.532 0.500
H -24.0590 -20.6296 1.5030 -0.113 -0.267 -0.159 0.459
H -25.4525 -18.3850 3.7010 0.384 -0.187 0.290 0.253
H -25.7370 -20.1402 3.7806 0.602 -0.180 0.373 0.349
H -25.7537 -19.3134 2.2893 0.570 -0.096 -0.599 0.366
C -15.1819 -13.3019 -3.4199 -0.660 0.664 0.911 -0.979
C -16.3249 -14.3071 -3.6922 -0.725 -0.295 -0.041 -0.537
N -17.5183 -14.1941 -2.6767 -1.245 0.677 -0.147 0.422
C -18.6737 -15.1691 -3.1061 2.264 0.192 0.440 -0.630
C -17.0149 -14.5300 -1.2218 -0.888 -1.172 -5.043 0.109
C -16.3497 -15.9386 -1.1789 0.438 1.080 0.243 -1.947
C -18.1522 -12.7589 -2.7829 0.112 -0.404 1.337 -1.276
C -19.5592 -12.4973 -2.1272 0.652 -1.520 -0.490 1.239
O -19.7018 -13.0259 -0.7931 -0.652 -0.431 -1.139 0.203
C -21.0414 -12.9003 -0.2808 0.564 0.018 -1.464 -0.940
H -15.5657 -12.2820 -3.4442 -0.243 0.022 0.090 0.316
H -14.2570 -13.1619 -3.9794 -0.427 -1.139 -0.987 0.460
H -14.7694 -13.4489 -2.4218 -0.227 -0.154 0.232 0.257
H -16.0629 -15.3627 -3.6195 0.412 0.199 -0.006 0.497
H -16.8942 -14.2485 -4.6199 0.677 0.525 -0.414 0.520
H -19.1261 -14.8120 -4.0312 0.047 -0.046 0.176 0.438
H -19.3803 -15.2996 -2.2864 0.015 0.364 -0.195 -0.106
H -18.1447 -16.1112 -3.2498 -0.412 -0.080 -0.312 0.541
H -17.9358 -14.5185 -0.6388 0.298 -0.265 -2.047 -0.439
H -16.3811 -13.6788 -0.9729 0.211 -0.617 -0.765 0.924
H -16.8353 -16.8281 -1.5802 -0.978 0.439 0.198 0.257
H -16.1682 -16.0726 -0.1125 0.442 -0.450 -0.131 0.475
H -15.4263 -15.9709 -1.7573 0.360 0.401 0.584 0.567
H -18.2618 -12.5494 -3.8470 0.043 -0.061 -0.004 0.659
H -17.4392 -12.0419 -2.3760 0.197 -0.204 0.028 0.430
H -20.2740 -12.9401 -2.8208 -0.489 -0.149 0.275 0.559
H -19.7100 -11.4178 -2.1271 -0.096 -1.533 0.198 -1.874
H -21.6842 -13.6244 -0.7814 -0.080 -0.046 -0.304 0.801
H -21.3863 -11.8821 -0.4608 -1.112 -0.967 -0.651 0.279
H -21.0095 -13.0322 0.8007 0.156 0.120 -0.686 0.225